# 1
{
  "formula": "C4H7IN",
  "method": "ωB97M-V/def2-TZVPD",
  "largest_force_ev_per_a": 3.9,
  "e_above_lowest_kcal_mol": 176.8,
  "molar_mass_g_mol": 196.01,
  "energy_ev": -13837.591,
  "total_charge": 1,
  "symbols": ["C", "C", "C", "C", "N", "I", "H", "H", "H", "H", "H", "H", "H"],
  "xyz": [[-1.33157, -0.33873, 0.23206], [-3.30946, -1.28958, 0.29790], [-0.30307, 0.27855, -0.44353], [0.91005, 0.47657, 0.39293], [2.02795, -0.08850, -0.45043], [-4.76048, 0.18986, 0.01023], [-1.28804, -0.51359, 1.34501], [-0.25660, 0.38099, -1.53830], [0.81853, -0.07828, 1.37207], [1.02693, 1.57728, 0.74944], [2.99604, 0.01098, -0.11891], [1.75835, 0.51929, -1.24450], [1.71137, -1.12485, -0.60397]],
  "forces_ev_per_angstrom": [[-1.6, -0.2, 0.2], [1.8, 2.2, -0.8], [-2.8, -2.3, 1.5], [-0.4, 1.4, 3.0], [-1.5, -0.7, 0.0], [1.1, -0.8, 0.2], [0.5, 0.3, -1.2], [-0.3, 0.3, 0.5], [0.3, 0.4, -1.3], [0.6, -1.7, -1.2], [-0.4, 0.0, -0.2], [1.6, -1.0, -0.5], [1.1, 2.3, -0.1]]
}



# 2
{
  "formula": "C30H74N5O3",
  "method": "ωB97M-V/def2-TZVPD",
  "largest_force_ev_per_a": 1.6,
  "molar_mass_g_mol": 552.95,
  "energy_ev": -45899.452,
  "total_charge": -1,
  "symbols": ["C", "C", "O", "C", "N", "O", "C", "C", "C", "O", "H", "H", "H", "H", "H", "H", "H", "H", "H", "H", "H", "H", "H", "H", "C", "C", "N", "C", "C", "C", "C", "H", "H", "H", "H", "H", "H", "H", "H", "H", "H", "H", "H", "H", "H", "H", "C", "C", "N", "C", "C", "C", "C", "H", "H", "H", "H", "H", "H", "H", "H", "H", "H", "H", "H", "H", "H", "H", "C", "C", "N", "C", "C", "C", "C", "H", "H", "H", "H", "H", "H", "H", "H", "H", "H", "H", "H", "H", "H", "H", "C", "C", "N", "C", "C", "C", "C", "H", "H", "H", "H", "H", "H", "H", "H", "H", "H", "H", "H", "H", "H", "H"],
  "xyz": [[-1.05180, 1.84339, -1.18761], [0.25924, 2.16601, -1.95874], [0.19948, 1.73321, -3.30541], [1.32987, 2.38030, -3.98977], [0.77417, 3.13045, -5.15293], [2.14217, 1.38146, -4.65431], [3.05738, 0.82260, -3.77755], [4.40015, 1.61634, -3.61251], [4.76416, 1.65150, -2.09324], [4.35163, 2.96792, -4.03546], [-1.08060, 0.77327, -0.92434], [-1.93317, 2.14453, -1.77467], [-1.10070, 2.41927, -0.24387], [1.08723, 1.60618, -1.47965], [0.47552, 3.23897, -1.87534], [1.59004, 3.33794, -5.71259], [0.36802, 3.99079, -4.82630], [2.62554, 0.59276, -2.78738], [3.33144, -0.16468, -4.20970], [5.25983, 1.13098, -4.11436], [4.12093, 2.40756, -1.61869], [5.83418, 1.86270, -1.94394], [4.47852, 0.67794, -1.65490], [4.74819, 3.05882, -4.89498], [-1.35698, -0.60741, 4.13761], [-0.44226, -1.22114, 3.08717], [0.24239, -0.24180, 2.26503], [0.93086, -0.83442, 1.12480], [2.09997, -1.78107, 1.40989], [0.99203, 0.77548, 2.98443], [2.11585, 0.30851, 3.91642], [-2.11650, 0.02623, 3.67543], [-1.86823, -1.40068, 4.68743], [-0.80464, -0.01419, 4.86931], [-1.06255, -1.84458, 2.43723], [0.26162, -1.90154, 3.59193], [1.27736, -0.03588, 0.46284], [0.18905, -1.38245, 0.53516], [3.00167, -1.23826, 1.69230], [2.34288, -2.34096, 0.50419], [1.86973, -2.50976, 2.18984], [0.28503, 1.36876, 3.57253], [1.40153, 1.48760, 2.26311], [1.83600, -0.56816, 4.50406], [2.36379, 1.10646, 4.62227], [3.02899, 0.08124, 3.36826], [-0.09254, 0.62833, -7.46070], [-1.01585, 0.61027, -8.67129], [-2.16943, 1.48218, -8.53013], [-3.15722, 1.29898, -9.58164], [-2.75763, 1.65416, -11.01828], [-1.87067, 2.86382, -8.18088], [-0.98188, 3.66536, -9.13743], [-0.62330, 0.33528, -6.55509], [0.72878, -0.07562, -7.61320], [0.35092, 1.60911, -7.29522], [-1.37249, -0.41672, -8.80396], [-0.42267, 0.85169, -9.56796], [-4.06073, 1.85937, -9.31993], [-3.46358, 0.24704, -9.56761], [-2.75800, 2.73048, -11.18606], [-3.48503, 1.22734, -11.71508], [-1.77818, 1.25792, -11.28792], [-1.40091, 2.87093, -7.19295], [-2.81200, 3.40379, -8.03442], [-0.13675, 3.08367, -9.50820], [-0.57277, 4.53432, -8.61530], [-1.54214, 4.04772, -9.99170], [-2.92152, 2.93042, 5.01386], [-4.10750, 2.00860, 5.26113], [-5.11031, 2.55337, 6.16214], [-6.11080, 1.57251, 6.55981], [-7.03394, 1.00476, 5.47710], [-5.62979, 3.86653, 5.81109], [-6.31286, 4.02383, 4.44866], [-2.41533, 3.18081, 5.94815], [-2.20216, 2.43099, 4.36295], [-3.21423, 3.85664, 4.51680], [-3.71321, 1.08743, 5.69983], [-4.54043, 1.73145, 4.28880], [-6.72580, 1.99874, 7.35847], [-5.58347, 0.73424, 7.02714], [-7.81592, 1.70973, 5.19841], [-7.53715, 0.11326, 5.85958], [-6.49129, 0.71053, 4.57838], [-4.80626, 4.58362, 5.86451], [-6.31997, 4.19439, 6.59422], [-5.77994, 3.50483, 3.65107], [-6.35184, 5.08203, 4.17681], [-7.34199, 3.66781, 4.46679], [4.63689, -3.55451, 4.49972], [3.60490, -4.67130, 4.58679], [3.60559, -5.57345, 3.44842], [2.46945, -6.48469, 3.44333], [2.36606, -7.51451, 4.57304], [4.88852, -6.17421, 3.11793], [5.57741, -7.02369, 4.19141], [4.48677, -2.94912, 3.60410], [4.54194, -2.90049, 5.36842], [5.65925, -3.93681, 4.49598], [2.62239, -4.19461, 4.65043], [3.75416, -5.20793, 5.53611], [2.44272, -7.01051, 2.48444], [1.55900, -5.87667, 3.45632], [3.05247, -8.34780, 4.42838], [1.35853, -7.93719, 4.58792], [2.54880, -7.07669, 5.55504], [5.57329, -5.37424, 2.82431], [4.77451, -6.77347, 2.21022], [5.51406, -6.57536, 5.18405], [6.63875, -7.13013, 3.95093], [5.16533, -8.03076, 4.23897]],
  "forces_ev_per_angstrom": [[0.4, 0.1, -0.2], [-0.5, -0.7, 0.5], [0.0, 0.4, -0.1], [0.6, 1.3, 0.7], [-0.3, -1.1, -0.2], [-0.6, -0.4, -0.1], [0.5, -0.6, -0.5], [0.4, 0.2, 1.5], [-0.5, -0.3, -0.6], [0.0, 0.2, 0.3], [-0.3, 0.3, -0.2], [0.3, -0.3, 0.1], [0.2, -0.2, -0.3], [-0.1, 0.5, 0.2], [0.1, -0.2, -0.2], [0.0, 0.3, 0.0], [0.2, 0.2, 0.1], [0.0, 0.4, -0.3], [-0.1, 0.3, 0.2], [-0.6, -0.1, -0.1], [0.3, -0.1, -0.2], [-0.4, 0.0, 0.1], [0.4, 0.3, 0.0], [0.0, -0.2, -0.5], [0.0, 0.0, 0.1], [0.0, 0.1, 0.2], [0.0, 0.0, -0.2], [-0.1, 0.0, -0.2], [0.1, 0.0, -0.1], [-0.1, 0.2, 0.1], [0.2, 0.1, 0.1], [0.1, 0.0, 0.0], [0.0, 0.0, 0.0], [0.0, 0.0, 0.0], [0.1, 0.0, -0.1], [0.0, -0.1, 0.1], [-0.1, 0.1, 0.1], [-0.1, 0.0, 0.1], [0.0, 0.0, 0.1], [0.0, 0.0, 0.0], [0.0, 0.0, 0.0], [0.0, -0.1, 0.0], [0.0, -0.2, -0.1], [0.0, 0.0, 0.0], [0.0, 0.0, 0.0], [0.0, -0.1, 0.0], [0.0, 0.0, -0.2], [0.3, -0.1, 0.2], [-0.4, 0.0, -0.2], [0.0, -0.1, 0.1], [-0.2, 0.0, -0.2], [0.2, 0.1, 0.4], [0.0, 0.2, -0.1], [0.0, 0.2, 0.0], [0.0, 0.0, 0.0], [0.0, -0.1, 0.2], [-0.2, 0.1, -0.1], [0.0, 0.0, -0.1], [0.1, 0.1, 0.1], [0.1, 0.0, 0.0], [0.1, 0.0, 0.0], [0.0, 0.0, 0.0], [0.0, 0.0, 0.1], [0.1, -0.1, -0.1], [-0.1, -0.2, -0.1], [0.0, 0.0, 0.0], [0.0, -0.1, 0.0], [0.1, -0.1, -0.1], [0.0, 0.1, 0.0], [0.1, 0.1, -0.2], [-0.1, 0.0, 0.3], [0.1, -0.1, 0.1], [-0.2, -0.1, 0.0], [0.2, 0.2, 0.0], [-0.1, 0.2, 0.0], [-0.1, 0.0, 0.0], [0.0, 0.0, 0.0], [0.0, 0.0, 0.0], [-0.2, 0.0, 0.1], [0.1, -0.1, -0.1], [0.0, 0.1, -0.1], [0.1, 0.0, -0.1], [0.1, 0.0, -0.1], [0.0, 0.0, 0.0], [0.0, 0.0, 0.0], [0.1, -0.1, 0.0], [0.0, -0.2, 0.0], [0.0, 0.0, 0.0], [0.0, 0.0, 0.0], [0.0, -0.1, -0.1], [0.1, 0.0, 0.0], [0.2, 0.1, 0.1], [-0.1, -0.1, -0.2], [-0.2, 0.1, -0.1], [-0.1, -0.2, 0.0], [0.2, 0.2, -0.1], [0.2, -0.2, -0.1], [0.0, -0.1, 0.0], [0.0, 0.0, 0.0], [0.0, 0.0, 0.0], [-0.1, -0.2, -0.1], [0.0, 0.0, 0.1], [0.1, 0.0, 0.0], [0.1, 0.1, 0.0], [0.1, 0.0, 0.1], [0.0, 0.0, 0.0], [0.0, 0.0, 0.0], [-0.1, 0.1, 0.1], [-0.2, 0.0, 0.1], [0.0, 0.0, 0.0], [0.0, 0.0, 0.0], [0.0, 0.0, 0.1]]
}



# 3
{
  "formula": "C8H22AlN2O2",
  "method": "ωB97M-V/def2-TZVPD",
  "largest_force_ev_per_a": 6.9,
  "e_above_lowest_kcal_mol": 0.0,
  "molar_mass_g_mol": 205.26,
  "energy_ev": -22291.114,
  "total_charge": 3,
  "symbols": ["Al", "C", "C", "C", "O", "C", "N", "H", "H", "H", "H", "H", "H", "H", "H", "H", "H", "H", "C", "C", "C", "O", "C", "N", "H", "H", "H", "H", "H", "H", "H", "H", "H", "H", "H"],
  "xyz": [[1.65881, 0.41481, 0.01259], [-0.74812, -0.59996, -2.32690], [-0.57473, -1.24953, -0.93815], [-0.95643, -2.73612, -0.65980], [-0.20179, -3.58305, -1.55676], [0.12351, -4.91243, -1.06844], [0.81411, -0.92651, -0.58558], [-0.67158, 0.47681, -2.17584], [-1.73631, -0.75511, -2.75993], [0.00682, -1.00426, -3.00120], [-1.23623, -0.63414, -0.32837], [-2.00544, -2.91188, -0.89813], [-0.88153, -2.99248, 0.39697], [-0.70492, -5.57833, -0.82677], [0.70431, -4.84727, -0.14838], [0.72560, -5.45475, -1.79746], [0.87801, -1.48860, 0.25113], [1.29485, -1.57387, -1.19379], [-0.05846, 4.37716, 0.55588], [0.75525, 3.10327, 0.72433], [-0.04612, 2.11277, 1.64543], [0.52935, 0.84064, 1.59685], [0.01290, -0.02487, 2.54288], [1.09668, 2.67435, -0.62221], [-0.45867, 4.69504, 1.51863], [-0.97222, 4.19674, -0.01032], [0.54516, 5.05688, -0.04555], [1.65988, 3.43925, 1.23114], [-1.12589, 2.10316, 1.49673], [0.12749, 2.41712, 2.67759], [0.44990, 0.12354, 3.53035], [0.19891, -1.03305, 2.17264], [-1.00724, 0.28307, 2.77220], [1.52809, 3.50507, -1.00149], [0.27606, 2.48653, -1.18027]],
  "forces_ev_per_angstrom": [[-0.7, 6.7, 1.6], [-0.1, -1.0, 0.2], [-4.3, 0.9, -1.3], [1.0, -0.8, -1.9], [0.0, 0.7, 1.1], [0.4, -0.4, 0.5], [0.7, -4.0, -0.1], [0.3, 0.2, -0.3], [0.0, -0.3, 0.1], [-0.1, 0.2, -0.3], [0.1, -0.2, 0.6], [-0.3, 0.7, 0.0], [0.5, -0.1, 0.3], [-0.6, 0.5, -0.3], [0.2, 0.2, 0.1], [-0.1, 0.6, -0.3], [0.2, -1.0, 1.3], [0.9, -0.6, -1.2], [-0.8, -0.5, -0.2], [-1.8, 1.1, 1.9], [0.9, 3.0, 0.0], [2.8, -0.6, -4.0], [-0.8, -1.6, 2.6], [0.6, -3.6, 1.3], [0.6, 0.8, 0.0], [-0.1, -0.3, -0.3], [-0.2, 0.7, 0.7], [0.3, -0.6, 0.0], [0.0, -0.3, -0.5], [-0.2, 0.6, 0.0], [0.8, -0.1, -0.1], [-0.6, -0.1, 0.5], [-0.5, -0.7, -0.7], [1.2, -0.2, -1.0], [-0.5, 0.1, -0.4]]
}



# 4
{
  "formula": "C4H12N2O2",
  "method": "ωB97M-V/def2-TZVPD",
  "largest_force_ev_per_a": 5.0,
  "e_above_lowest_kcal_mol": 83.0,
  "molar_mass_g_mol": 120.15,
  "energy_ev": -11407.011,
  "total_charge": 1,
  "s2": 0.760,
  "spin_multiplicity": 2,
  "symbols": ["O", "C", "C", "C", "N", "C", "N", "H", "H", "H", "H", "H", "H", "H", "H", "H", "H", "H", "H", "O"],
  "xyz": [[0.53319, -1.54642, -1.31953], [1.33515, -1.07690, -0.39665], [1.16539, 0.20528, 0.30191], [2.37228, 1.11655, 0.24347], [-0.05598, 0.74659, 0.51144], [-1.19018, -0.20380, 0.89775], [-2.37932, 0.57462, 0.73924], [2.34213, -1.47395, -0.51267], [0.99422, -1.28339, 0.71998], [2.74580, 1.11577, -0.77858], [3.17675, 0.84907, 0.93899], [2.04935, 2.11176, 0.56199], [-0.03446, 1.48699, 1.21331], [-1.03992, -1.02487, 0.21186], [-1.07043, -0.41899, 1.95559], [-2.67131, 0.54069, -0.23626], [-3.18144, 0.30436, 1.29057], [-1.06958, -0.78185, -1.65884], [-2.15472, -0.89342, -2.71868], [-1.86693, -0.34808, -1.96490]],
  "forces_ev_per_angstrom": [[-0.4, 0.5, 0.8], [0.5, -1.7, 0.2], [-1.5, 3.9, -2.7], [-0.4, 0.0, 1.5], [2.5, -2.4, 2.1], [-0.8, 1.6, -0.6], [-0.2, -0.3, -0.6], [0.3, 0.6, 0.4], [0.2, -1.6, -0.1], [0.0, 0.0, 0.0], [-0.1, -0.3, -0.3], [0.1, 0.0, -0.3], [-0.1, 0.7, -0.7], [-0.5, -0.6, 0.3], [0.2, -0.4, 0.0], [0.1, 0.1, 0.1], [0.3, -0.2, 0.4], [0.2, -0.2, -0.3], [0.0, 0.4, 0.4], [-0.5, -0.1, -0.6]]
}